# 1
Here is a structure of composition C9H27IrN4Si in a non-equilibrium geometry from the OMol25 dataset. Energies are from wB97M-V/def2-TZVPD.

CARTESIAN COORDINATES (ANGSTROEM)
Ir1 0.169 -0.292 -0.574
C1 1.757 2.295 -0.844
C2 2.881 0.831 -1.223
N1 2.446 -0.343 -0.554
C3 2.873 -0.305 0.878
C4 1.832 -0.743 2.050
N2 0.467 0.074 1.395
C5 0.755 1.292 1.888
C6 0.014 1.906 0.867
N3 0.434 2.060 -0.372
H1 2.107 2.886 -1.630
H2 2.325 2.488 0.329
H3 3.820 0.746 -1.569
H4 2.098 0.964 -2.484
H5 2.634 -1.191 -0.946
H6 3.372 0.706 1.312
H7 3.760 -1.102 1.153
H8 2.335 -0.779 2.899
H9 2.135 -1.776 1.816
H10 -0.219 -0.518 2.318
H11 2.011 1.194 2.163
H12 -0.095 1.961 3.001
H13 0.027 2.899 1.069
H14 -1.111 2.081 1.208
H15 0.086 2.517 -1.080
C7 -3.229 0.909 -1.794
Si1 -2.579 -0.429 -1.197
C8 -3.015 -2.592 -1.443
C9 -3.228 -0.250 1.192
H16 -4.166 1.228 -1.644
H17 -2.519 0.745 -3.054
H18 -2.766 1.985 -1.249
H19 -4.330 -2.294 -1.490
H20 -3.057 -3.144 -0.456
H21 -3.151 -2.647 -2.613
H22 -4.393 -0.127 0.797
H23 -2.566 0.435 1.354
H24 -2.728 -1.215 1.790
N4 0.821 -2.774 -0.971
H25 1.514 -3.243 -0.593
H26 0.355 -2.977 -1.691
H27 0.125 -3.457 -0.009

Forces on the atoms, in the same order (eV/Å):
-2.1978 -1.5939 -2.5389
6.8992 -3.3191 8.8213
-8.7329 2.1406 -4.0732
-1.6317 2.8983 4.0206
3.9320 -0.2981 3.9584
-0.0887 -1.6108 -9.8690
0.2743 -11.7816 10.2294
1.3425 3.2624 5.3382
-4.6188 8.1851 4.0381
5.0917 -5.2961 -7.0542
-0.7498 1.5893 -0.9277
-1.0178 0.7044 -3.7177
3.6255 1.0370 -0.8152
2.4599 -1.4507 3.0055
1.0177 -2.5412 -1.5215
-0.9151 -1.9303 -2.2788
-1.7184 2.0253 -1.3590
1.0111 1.8964 5.0405
-2.7276 -0.9185 -0.1262
1.6814 2.0305 -3.7856
-4.0396 2.3667 -0.8270
2.9548 -2.5533 -2.4217
0.4799 4.3776 2.2591
1.5061 -2.1045 -1.8734
-5.0878 2.9105 -3.5724
3.2468 7.8751 -3.9427
5.4162 -9.5384 4.7757
-5.4953 5.4595 -1.5834
-3.7336 -6.6985 -1.3459
-4.1309 0.5805 -1.1201
-2.5808 0.8996 3.2723
-0.4055 -3.2447 -1.7040
3.1163 -0.7234 0.5897
0.7829 0.0059 -1.8675
1.3292 -1.4809 2.4584
3.3923 -0.4154 1.5890
2.9800 5.0500 0.8259
-2.3370 2.1060 -1.8493
-3.4700 3.1595 10.7213
5.2527 -3.0115 0.4463
-3.7726 -2.9838 -7.5736
1.6591 2.9346 -3.6419

* expectation value of S²: 6.033
* energy above the lowest of the compared OMol25 structures with the same formula, charge and spin: 651.09 kcal/mol
* HOMO (alpha / beta): -13.64 / -14.66 eV
* net charge: +2
* spin multiplicity: 5
* gap between HOMO and LUMO (alpha / beta): 7.21 / 6.10 eV


# 2
Here is a cluster of 2 separate species, C5H14 in total from the OMol25 dataset. Energies are from wB97M-V/def2-TZVPD.

CARTESIAN COORDINATES (ANGSTROEM)
C1 -0.119 1.164 -2.187
C2 -0.056 1.571 -0.713
C3 1.313 2.028 -0.233
H1 0.466 0.251 -2.338
H2 0.202 1.956 -2.856
H3 -1.125 0.850 -2.468
H4 -0.836 2.316 -0.566
H5 -0.376 0.722 -0.112
H6 2.149 1.455 -0.635
H7 1.452 3.098 -0.386
H8 1.365 1.847 0.843
C4 -0.269 -2.123 2.182
C5 -0.850 -2.138 0.768
H9 0.765 -1.810 2.088
H10 -0.818 -1.569 2.941
H11 -0.298 -3.142 2.569
H12 -1.927 -2.300 0.673
H13 -0.352 -2.951 0.235
H14 -0.687 -1.225 0.195

Forces on the atoms, in the same order (eV/Å):
-0.0690 -0.7331 0.3386
-0.3417 -0.3369 -0.6461
-0.2341 0.0449 0.7522
0.3410 0.2973 -0.1716
0.1493 0.0231 -0.1000
-0.1844 0.2908 0.0156
0.1845 0.3471 0.2905
0.0015 -0.1069 0.0209
-0.1291 0.0847 -0.3845
0.2463 -0.0649 -0.1921
0.0489 0.2521 0.0737
-0.4981 -0.5764 -0.2344
-0.2584 -0.0446 -0.3423
0.1454 0.1424 0.4678
0.0855 0.5609 -0.2878
0.2809 -0.0964 -0.0433
0.0517 -0.2213 0.4359
-0.1088 0.1014 -0.1940
0.2886 0.0359 0.2009

* energy above the lowest of the compared OMol25 structures with the same formula, charge and spin: 6.13 kcal/mol
* HOMO: -11.32 eV
* net charge: 0
* spin multiplicity: 1
* gap between HOMO and LUMO: 12.41 eV


Q: Among the records above, which one has the lowest net charge?
A: C5H14


Q: Look up the spin multiplicity of the first one.
A: 5